This record from OMol25 describes a cluster of 2 separate species, H2 in total at a distorted geometry. The level of theory is ωB97M-V/def2-TZVPD.

Each line ends with the Mulliken charge.
Cartesian coordinates (Å):
H 0.0000 0.0000 0.6594  0.00
H 0.0000 0.0000 -0.6594  0.00

Properties
Charge = 0
ΔE to the lowest compared entry with this formula, charge and spin = 223.4 kJ/mol
HOMO energy = -11.96 eV
2S+1 = 1
Kohn-Sham gap = 12.294 eV